# C41H63BeN3Si2Te

A structure of composition C41H63BeN3Si2Te at a distorted geometry (the ωB97M-V functional and the def2-TZVPD basis, the Open Molecules 2025 dataset).

Atoms and positions in Å:
Be -0.3301 -0.0327 0.0608
C -4.3647 1.5396 2.7375
C -3.8682 0.3433 1.9273
C -3.0681 -0.6689 2.7066
C -3.7243 -1.5145 3.5928
C -3.0648 -2.5722 4.1897
C -1.7391 -2.8115 3.8808
C -1.0412 -1.9721 3.0265
C 0.4041 -2.2496 2.7305
C 1.3163 -1.7224 3.8374
C -1.7014 -0.8721 2.4674
N -1.0038 0.0155 1.6327
C -0.9801 1.2765 1.9482
C -0.4171 2.1554 1.0252
C -0.1364 3.5258 0.9973
C 0.3882 3.7853 -0.2599
C 0.4068 2.5727 -0.9428
N -0.0674 1.5878 -0.1747
H -5.1038 2.0891 2.1581
H -3.5502 2.2159 2.9846
H -4.8279 1.2180 3.6660
H -3.2819 0.7070 1.0833
H -4.7358 -0.1802 1.5199
H -4.7717 -1.3503 3.8031
H -3.5905 -3.2323 4.8662
H -1.2392 -3.6638 4.3159
H 0.6768 -1.7826 1.7802
H 0.5359 -3.3305 2.6382
H 1.1208 -0.6687 4.0224
H 2.3567 -1.8296 3.5392
H 1.1560 -2.2701 4.7628
H -1.3781 1.6303 2.8936
H -0.2972 4.2280 1.7922
H 0.7037 4.7348 -0.6476
H 0.7371 2.3863 -1.9476
C 5.0931 -0.9312 -1.4075
Si 5.6870 -0.6760 0.3860
C 6.9884 -1.9983 0.8401
C 6.5140 1.0373 0.5280
C 4.1844 -0.8395 1.5452
Te 2.6041 0.6241 1.1847
C 3.5197 2.2357 2.3575
Si 3.1186 2.3018 4.2187
C 3.8519 3.8683 5.0326
C 3.8407 0.7992 5.1443
C 1.2236 2.3530 4.3948
H 5.8986 -0.7821 -2.1192
H 4.2974 -0.2334 -1.6512
H 4.7085 -1.9351 -1.5581
H 7.8334 -1.9517 0.1602
H 6.5817 -3.0032 0.7879
H 7.3660 -1.8448 1.8460
H 7.3980 1.0878 -0.1000
H 6.8281 1.2482 1.5459
H 5.8444 1.8314 0.2124
H 4.4685 -0.7767 2.5901
H 3.7143 -1.8091 1.3958
H 3.1627 3.1482 1.8872
H 4.5878 2.1723 2.1883
H 4.9334 3.8941 4.9483
H 3.6082 3.8971 6.0906
H 3.4661 4.7787 4.5863
H 4.9256 0.8335 5.1627
H 3.5489 -0.1389 4.6871
H 3.4978 0.7797 6.1742
H 0.8253 3.2904 4.0212
H 0.8945 2.2417 5.4222
H 0.7727 1.5592 3.8090
C 0.2710 -6.0380 0.1996
C -0.5909 -4.8093 0.1528
C -1.9366 -4.8881 0.4862
C -2.7564 -3.7701 0.4140
C -4.1876 -3.8708 0.8484
C -2.2298 -2.5795 -0.0586
C -0.8866 -2.4700 -0.4056
C -0.0673 -3.5883 -0.2449
N -0.3860 -1.2540 -0.9036
C -0.0601 -1.2346 -2.3388
C 1.3900 -0.7839 -2.5486
C 1.7031 -0.6516 -4.0396
C 0.7714 0.3703 -4.6868
C -0.6774 -0.0777 -4.5028
C -0.8925 -1.4292 -5.1781
C 0.0497 -2.4471 -4.5406
C 1.4997 -2.0010 -4.7273
C -0.2717 -2.5797 -3.0508
C -0.9907 -0.2154 -3.0143
H 0.0732 -6.6267 1.0926
H 1.3231 -5.7705 0.1799
H 0.0699 -6.6709 -0.6657
H -2.3631 -5.8310 0.8020
H -4.6592 -4.7513 0.4127
H -4.7456 -2.9859 0.5568
H -4.2342 -3.9668 1.9325
H -2.8589 -1.7112 -0.1768
H 0.9960 -3.4947 -0.4289
H 2.0581 -1.5168 -2.0940
H 1.5402 0.1646 -2.0282
H 2.7448 -0.3324 -4.1645
H 1.0035 0.4540 -5.7515
H 0.9189 1.3559 -4.2407
H -1.3445 0.6674 -4.9522
H -0.7030 -1.3572 -6.2512
H -1.9282 -1.7480 -5.0404
H -0.0920 -3.4232 -5.0201
H 1.7208 -1.9123 -5.7947
H 2.1777 -2.7450 -4.3021
H 0.3608 -3.3532 -2.6157
H -1.3123 -2.8924 -2.9313
H -2.0227 -0.5440 -2.8784
H -0.8780 0.7383 -2.5046

Forces on atoms 1 to 6 (eV/Å):
-0.315 -0.550 -0.670
-0.011 -0.117 -0.136
-0.052 0.104 0.091
0.177 0.009 -0.158
0.065 -0.007 0.067
-0.102 0.008 0.033

Output
* energy relative to the best compared isomer or geometry (same formula, charge and spin): 0.0 kJ/mol
* electronic energy: -71466.4819 eV
* net charge: 0
* F_max: 1.267 eV/A
* Kohn-Sham gap: 7.403 eV
* HOMO: -7.470 eV

# C6H9N

An isolated molecule of C6H9N at a distorted geometry (the ωB97M-V functional and the def2-TZVPD basis, the Open Molecules 2025 dataset).

Atoms and positions in Å:
C 1.5451 0.2871 0.2511
C 0.9064 1.2082 -0.4122
C -0.5014 0.8739 -0.5712
C -1.1499 0.4423 0.8541
C -0.6453 -0.9990 0.3240
C 0.8640 -1.1107 0.4984
N -0.8069 -0.5116 -1.0850
H 2.6352 0.2650 0.6695
H 1.4277 2.0631 -0.7187
H -1.0275 1.5058 -1.2028
H -0.5948 0.8930 1.7148
H -2.1839 0.4829 0.8431
H -1.2454 -1.8437 0.5432
H 0.9795 -1.6929 1.5328
H 1.3683 -1.8349 -0.3203
H -1.8240 -0.4677 -1.1308

Forces on atoms 1 to 6 (eV/Å):
2.973 -3.512 2.509
0.401 -1.054 0.554
-2.184 -0.960 0.708
4.201 -0.538 -1.120
0.698 2.323 -0.717
0.893 -1.979 0.682

Output
* energy relative to the best compared isomer or geometry (same formula, charge and spin): 311.4 kJ/mol
* electronic energy: -7854.9320 eV
* net charge: 0
* SMILES: C1=C[C@@H]2C[C@H](C1)N2
* F_max: 5.241 eV/A
* Kohn-Sham gap: 9.989 eV
* HOMO: -8.931 eV

# C6H9NO2

An isolated molecule of C6H9NO2 (the ωB97M-V functional and the def2-TZVPD basis, the Open Molecules 2025 dataset).

Atoms and positions in Å:
C 2.6852 -0.4251 -0.6297
C 1.7753 -0.8496 0.2247
C 0.3245 -1.0448 -0.1319
O 0.1937 -1.1505 -1.5253
C -0.5440 0.0670 0.4568
C -0.2890 0.6727 1.6100
C -1.7981 0.3547 -0.3053
N -2.2264 1.6342 -0.2627
O -2.3995 -0.5048 -0.9253
H 2.4220 -0.2025 -1.6488
H 3.7172 -0.3045 -0.3478
H 2.0317 -1.0977 1.2450
H -0.0207 -1.9850 0.3428
H -0.7517 -1.2468 -1.7189
H 0.5865 0.4483 2.1930
H -0.9667 1.3931 2.0385
H -1.6856 2.3628 0.1658
H -3.0543 1.8786 -0.7810

Forces on atoms 1 to 6 (eV/Å):
0.070 -0.023 -0.045
-0.304 -0.114 0.007
-0.105 -0.347 0.347
0.007 0.147 -0.247
0.176 -0.151 -0.012
-0.094 -0.018 -0.131

Output
* energy relative to the best compared isomer or geometry (same formula, charge and spin): 108.7 kJ/mol
* electronic energy: -11952.1916 eV
* net charge: 0
* SMILES: C=C[C@H](O)C(=C)C(N)=O
* F_max: 0.502 eV/A
* Kohn-Sham gap: 10.450 eV
* HOMO: -9.725 eV

# C16H12N3O5RhS

A structure of composition C16H12N3O5RhS (the ωB97M-V functional and the def2-TZVPD basis, the Open Molecules 2025 dataset).

Atoms and positions in Å:
Rh -0.8263 -0.3714 2.5564
N -0.9057 -4.0515 0.3242
C -0.9654 -2.8048 0.8705
S -0.6311 -2.6502 2.5672
N -1.2937 -1.8195 0.0951
N -1.3780 -0.6018 0.7409
C -1.6835 0.4095 -0.0239
C -1.7319 1.7877 0.3034
C -1.9916 2.6845 -0.7651
C -2.0586 4.0315 -0.5645
C -1.8731 4.5384 0.7382
C -1.6268 3.7075 1.7948
C -1.5451 2.3045 1.6152
O -1.3378 1.5534 2.6486
H -0.3583 -4.7378 0.8133
H -0.8794 -4.0911 -0.6818
H -1.8994 0.1276 -1.0498
H -2.1269 2.2715 -1.7576
H -2.2500 4.7031 -1.3893
H -1.9251 5.6070 0.9055
H -1.4825 4.0892 2.7963
O 2.8977 -1.2460 3.0092
C 2.0208 -0.8283 2.3020
O 1.0321 -0.0595 2.7946
C 1.9778 -1.0426 0.8228
C 2.4208 -2.2532 0.3116
C 2.3566 -2.5302 -1.0559
C 1.8530 -1.5388 -1.8608
O 1.6378 -1.5684 -3.2122
C 1.3279 -0.2216 -3.5652
O 0.9385 0.4544 -2.3727
C 1.4403 -0.3183 -1.3537
C 1.4904 -0.0318 -0.0174
H 2.8106 -2.9896 1.0019
H 2.6837 -3.4762 -1.4644
H 0.5027 -0.2142 -4.2734
H 2.2204 0.2578 -3.9815
H 1.1591 0.9192 0.3774

Forces on atoms 1 to 6 (eV/Å):
0.025 -0.059 -0.009
0.018 -0.001 -0.001
0.003 0.017 -0.030
-0.042 -0.031 0.005
0.005 -0.012 0.006
0.008 -0.024 -0.008

Output
* energy relative to the best compared isomer or geometry (same formula, charge and spin): 0.0 kJ/mol
* electronic energy: -45336.8796 eV
* net charge: 0
* F_max: 0.112 eV/A
* Kohn-Sham gap (spin up / spin down): 6.784 / 6.785 eV
* HOMO (spin up / spin down): -8.393 / -8.393 eV

# C5H14

A cluster of 2 separate species, C5H14 in total at a distorted geometry (the ωB97M-V functional and the def2-TZVPD basis, the Open Molecules 2025 dataset).

Atoms and positions in Å:
C 2.2366 1.2970 -0.8084
C 1.1954 1.0452 0.2745
C -0.1727 1.6587 -0.0061
H 2.9675 0.5047 -0.9359
H 2.8873 2.1681 -0.5553
H 1.8390 1.6953 -1.7423
H 1.1173 -0.0249 0.4876
H 1.5295 1.4484 1.2315
H -0.7634 1.9012 0.8792
H -0.0442 2.5717 -0.5929
H -0.7702 0.9343 -0.5672
C -1.5282 -1.4146 0.8777
C -1.4152 -2.4116 -0.3081
H -0.6216 -1.1080 1.3882
H -2.0688 -0.5376 0.5307
H -2.1339 -1.8929 1.6524
H -1.2892 -1.8534 -1.2444
H -2.3831 -2.8991 -0.4249
H -0.5818 -3.0824 -0.1363

Forces on atoms 1 to 6 (eV/Å):
1.047 1.714 0.283
0.030 -0.088 0.822
-0.149 -0.341 -0.462
-0.313 -0.346 -0.336
-0.389 -0.433 0.348
-0.341 -0.844 -0.276

Output
* energy relative to the best compared isomer or geometry (same formula, charge and spin): 45.5 kJ/mol
* electronic energy: -5411.5776 eV
* net charge: 0
* SMILES: CCC.CC
* F_max: 2.028 eV/A
* Kohn-Sham gap: 12.092 eV
* HOMO: -10.945 eV